No. 1
# C37H72Cl24NO3

A 13-piece molecular cluster, C37H72Cl24NO3 overall (the ωB97M-V functional and the def2-TZVPD basis, the OMol25 dataset).

As for the spin multiplicity: 2. Its frontier orbital gap (alpha / beta) is 8.31 / 9.42 eV. The total charge is 0.

XYZ file:
```
137
Properties=species:S:1:pos:R:3:forces:R:3:lowdin_spin:R:1
C -0.01867 -3.13641 2.61701 -0.9 0.4 -0.9 0.000
C -1.53258 -3.29085 2.57964 -0.6 -0.9 0.6 0.000
O -2.05295 -4.19751 3.18424 0.2 0.5 -0.2 0.000
O -2.37790 -2.41979 1.92643 0.9 -0.2 0.2 0.000
C -2.07280 -2.00619 0.59582 -0.2 0.6 -0.1 0.000
C -2.90715 -0.74610 0.18438 0.3 -0.8 -0.5 0.000
C -3.23828 -0.98497 -1.30970 0.1 0.6 0.3 0.000
C -2.09557 0.56161 0.19412 -1.3 -0.3 1.1 0.001
C -2.06348 1.25128 1.55761 1.2 1.1 -0.6 0.029
C -1.44726 2.64701 1.30490 -0.5 -0.4 0.1 0.005
C -1.13734 0.53869 2.55057 -0.3 0.2 0.2 0.017
N -3.40706 1.49678 2.11062 0.8 -1.4 1.0 0.381
O -3.35533 2.10396 3.23895 -0.3 0.6 -0.3 0.507
C -4.40151 0.39663 2.10559 -1.5 -0.3 -0.2 0.029
C -4.50754 -0.30537 3.46644 0.2 -0.1 0.0 0.014
C -5.77666 1.08368 1.90085 0.6 0.6 0.1 0.010
C -4.22990 -0.65443 0.97695 0.2 0.2 -0.2 0.001
H 0.39766 -3.78039 1.84107 0.1 0.0 0.0 0.000
H 0.29528 -2.12114 2.40803 0.1 0.2 0.1 0.000
H 0.35354 -3.47516 3.57390 -0.2 0.0 0.1 0.000
H -1.00614 -1.82943 0.44395 0.1 0.1 0.2 0.000
H -2.35690 -2.81143 -0.08329 0.0 -0.2 0.2 0.000
H -3.98775 -0.26315 -1.63501 -0.1 -0.1 0.0 0.000
H -3.59065 -1.99547 -1.50211 -0.1 0.0 -0.1 0.000
H -2.34234 -0.76373 -1.88951 0.0 -0.3 -0.2 0.000
H -1.07092 0.37711 -0.12121 0.0 0.1 -0.2 0.000
H -2.59911 1.23407 -0.50428 0.2 0.1 -0.1 0.001
H -2.15124 3.22496 0.70624 0.1 0.2 0.0 0.000
H -0.52495 2.50406 0.75915 0.3 0.1 -0.2 0.000
H -1.23542 3.15360 2.24172 -0.1 0.1 0.0 0.000
H -0.79349 1.25146 3.29928 -0.2 -0.2 0.0 0.002
H -1.61774 -0.29338 3.05840 0.1 -0.2 -0.1 0.000
H -0.25625 0.21152 2.00373 0.1 -0.2 0.0 0.001
H -5.20680 -1.13319 3.35516 0.0 0.0 0.0 0.001
H -3.56356 -0.73192 3.79940 0.0 0.1 0.1 0.001
H -4.91695 0.36562 4.21660 0.2 0.1 0.1 0.001
H -6.58059 0.50644 2.34903 -0.1 -0.1 -0.2 0.000
H -5.96182 1.28662 0.84723 -0.1 -0.1 0.0 0.001
H -5.72847 2.05397 2.39653 -0.2 -0.1 0.2 -0.001
H -4.46153 -1.62430 1.40965 0.1 -0.1 0.0 0.000
H -5.01608 -0.47190 0.24668 0.0 0.1 -0.1 0.000
Cl -0.96763 -3.11167 -2.79884 0.2 -0.1 0.0 0.000
C -2.29127 -4.16396 -3.36633 -0.2 0.0 0.0 0.000
C -2.08724 -5.60232 -2.97132 -0.1 0.0 0.0 0.000
Cl -0.72181 -6.34947 -3.84401 0.0 0.0 0.0 0.000
H -2.36670 -4.05583 -4.44397 0.0 0.0 0.0 0.000
H -3.20866 -3.78484 -2.91772 0.0 0.0 0.0 0.000
H -2.97791 -6.17533 -3.22284 0.0 0.0 0.0 0.000
H -1.89774 -5.70176 -1.90546 0.1 0.0 0.0 0.000
Cl -0.53734 1.56582 -3.24335 0.0 0.0 0.0 0.000
C 0.05657 0.23339 -4.28069 0.1 0.0 0.1 0.000
C -0.16773 0.50476 -5.74258 0.1 0.0 0.0 0.000
Cl -1.90375 0.47004 -6.17265 -0.1 0.0 0.0 0.000
H -0.44258 -0.67757 -3.96494 -0.1 0.0 0.0 0.000
H 1.12446 0.13008 -4.08787 -0.2 0.1 0.0 0.000
H 0.32041 -0.26374 -6.33770 0.0 0.0 0.0 0.000
H 0.22790 1.47311 -6.03774 -0.1 0.0 0.0 0.000
Cl 3.20322 -4.84092 1.24513 0.0 0.0 0.0 0.000
C 4.51321 -4.19669 2.26859 0.1 0.0 0.0 0.000
C 4.03477 -3.82771 3.64900 0.0 0.0 0.1 0.000
Cl 2.94415 -2.41592 3.65239 0.2 0.0 0.0 0.000
H 4.94457 -3.34487 1.75379 -0.1 0.0 0.0 0.000
H 5.26822 -4.97749 2.34432 0.0 0.0 0.0 0.000
H 4.88872 -3.56874 4.27300 0.0 0.0 0.0 0.000
H 3.50352 -4.65494 4.11340 0.0 0.0 0.0 0.000
Cl 0.14836 2.71425 5.04601 0.0 -0.1 0.2 0.000
C -1.36348 2.47306 5.96993 -0.2 -0.1 -0.1 0.001
C -1.28309 3.05852 7.35434 0.0 0.0 0.0 0.000
Cl -0.13470 2.16713 8.39519 0.0 0.0 0.0 0.000
H -1.55900 1.40393 6.00510 0.1 0.0 0.0 0.000
H -2.15908 2.95073 5.40086 0.0 0.0 0.0 0.000
H -2.25994 2.99799 7.83031 0.0 0.0 0.0 0.000
H -0.97152 4.09707 7.33144 0.1 0.0 0.0 0.000
Cl 2.41260 1.06590 -8.92923 0.0 0.0 0.0 0.000
C 3.34776 -0.38765 -9.37514 0.1 0.0 -0.1 0.000
C 2.56834 -1.65570 -9.14254 0.0 0.0 -0.1 0.000
Cl 2.31535 -1.94908 -7.40519 -0.1 -0.2 -0.2 0.000
H 4.26798 -0.38030 -8.79618 0.0 0.0 0.0 0.000
H 3.59654 -0.29700 -10.43098 0.0 0.0 0.0 0.000
H 3.12370 -2.50546 -9.53567 0.0 0.0 0.0 0.000
H 1.59435 -1.62593 -9.62418 0.0 0.1 0.0 0.000
Cl 3.36868 -0.48494 -4.81082 0.4 0.1 0.1 0.000
C 4.58874 0.62844 -4.13882 -0.1 0.1 0.1 0.000
C 5.62727 0.99652 -5.16636 0.0 0.1 0.0 0.000
Cl 6.66475 -0.38594 -5.60284 0.0 0.0 0.0 0.000
H 5.03236 0.15333 -3.26748 0.0 -0.1 0.0 0.000
H 4.06273 1.52591 -3.81568 0.0 0.0 0.0 0.000
H 6.27843 1.77175 -4.76621 0.0 0.0 0.0 0.000
H 5.16406 1.36550 -6.07827 0.0 0.0 0.0 0.000
Cl 5.35716 -0.74209 1.48446 0.2 -0.2 -0.1 0.000
C 5.33002 1.03108 1.38283 0.3 0.1 -0.1 0.000
C 4.34295 1.59941 2.35018 0.0 0.3 0.3 0.000
Cl 2.68397 1.19473 1.89906 -0.4 -0.1 0.0 0.000
H 5.09698 1.30344 0.35647 -0.1 0.0 0.0 0.000
H 6.32889 1.39212 1.62148 0.0 0.0 0.0 0.000
H 4.41989 2.68409 2.36399 0.0 0.1 0.0 0.000
H 4.50945 1.22925 3.35902 0.0 0.0 0.0 0.000
Cl -4.28277 -4.02074 -6.86397 0.0 -0.1 0.0 0.000
C -5.52780 -2.76796 -7.10992 -0.1 0.1 -0.1 0.000
C -5.45279 -1.67665 -6.07328 0.0 0.1 0.0 0.000
Cl -5.91659 -2.26301 -4.45214 0.0 0.0 0.0 0.000
H -6.49614 -3.26098 -7.09728 0.0 0.0 0.1 0.000
H -5.36462 -2.34831 -8.10082 0.1 0.0 0.0 0.000
H -6.14745 -0.88033 -6.33464 0.0 0.0 0.0 0.000
H -4.45553 -1.25158 -5.99562 0.1 -0.1 0.0 0.000
Cl 2.48178 4.84285 4.59075 0.1 0.3 -0.2 0.000
C 3.69794 5.95231 5.26070 -0.1 -0.1 0.1 0.000
C 4.77888 6.30957 4.27504 0.0 0.1 0.0 0.000
Cl 5.84602 4.92332 3.90690 0.0 0.0 0.0 0.000
H 4.11318 5.48690 6.15331 0.0 0.0 0.0 0.000
H 3.16790 6.85664 5.55648 0.0 0.0 0.0 0.000
H 5.41471 7.08746 4.69397 0.0 0.0 0.0 0.000
H 4.36143 6.66673 3.33733 0.0 -0.1 0.0 0.000
Cl 5.00856 3.37671 9.06570 0.0 0.0 0.0 0.000
C 5.55646 1.97098 8.11327 0.1 -0.1 0.0 0.000
C 5.31485 2.16609 6.63933 0.0 0.0 -0.1 0.000
Cl 3.58017 2.15439 6.23830 0.1 -0.1 0.1 0.000
H 5.03958 1.09141 8.48777 -0.1 0.0 0.0 0.000
H 6.62322 1.85742 8.29932 0.0 0.0 0.0 0.000
H 5.77902 1.35424 6.08037 0.0 0.0 0.1 0.000
H 5.73355 3.10801 6.29248 0.0 0.0 0.0 0.000
Cl -1.05905 5.74465 5.04688 0.0 0.2 0.0 0.000
C -1.86015 7.29396 5.40797 0.0 0.0 -0.1 0.000
C -2.14024 7.45367 6.88009 0.0 0.1 0.0 0.000
Cl -3.38918 6.31574 7.45132 0.0 0.0 0.0 0.000
H -2.77511 7.34331 4.82302 0.0 0.0 0.0 0.000
H -1.19116 8.08652 5.07589 0.0 0.0 0.0 0.000
H -2.51096 8.45803 7.07752 0.0 0.0 0.0 0.000
H -1.24428 7.28953 7.47373 0.0 -0.1 0.0 0.000
Cl -3.06584 -6.37062 -10.58948 0.0 0.0 0.0 0.000
C -2.18041 -7.27760 -9.33472 -0.1 -0.1 0.0 0.000
C -1.39110 -6.37295 -8.42546 0.0 0.0 0.1 0.000
Cl -0.02135 -5.61302 -9.27779 0.0 0.1 0.0 0.000
H -1.53423 -7.99293 -9.83654 0.0 0.0 0.0 0.000
H -2.92209 -7.82369 -8.75437 0.0 0.0 0.0 0.000
H -0.97209 -6.95251 -7.60439 0.0 0.0 0.0 0.000
H -2.01191 -5.58382 -8.00842 0.0 0.1 -0.1 0.000
```
Forces are in eV/Å.

---

No. 2
# C3H4ClOS

A 2-piece molecular cluster, C3H4ClOS overall (the ωB97M-V functional and the def2-TZVPD basis, the OMol25 dataset).

As for the spin multiplicity: 3. Its frontier orbital gap (alpha / beta) is 3.99 / 7.16 eV. The total charge is -1.

XYZ file:
```
10
Properties=species:S:1:pos:R:3:forces:R:3:nbo_charge:R:1
C -0.22966 -1.71816 1.93825 2.2 1.8 0.9 0.119
C -0.39787 0.86958 -1.11464 -0.5 1.5 0.0 -0.710
C 0.76593 1.12861 -0.24474 1.0 -2.3 -0.3 -0.120
O 0.37932 -1.80559 3.00036 -1.7 -0.9 -1.3 -0.660
S -1.33283 -2.06084 0.77326 -0.5 -0.8 0.4 -0.422
Cl 2.25871 0.83423 -1.11985 0.5 0.6 0.0 -0.097
H -0.38956 -0.08051 -1.58285 0.4 -1.2 -0.4 0.241
H -1.16682 0.81263 -0.40636 -1.7 -0.1 0.8 0.239
H -0.70342 1.58642 -1.88666 0.6 0.3 0.2 0.198
H 0.81620 0.43364 0.64324 -0.3 1.2 -0.4 0.212
```
Forces are in eV/Å.

---

No. 3
# C20H22F3N5O2

The molecule C20H22F3N5O2 (the ωB97M-V functional and the def2-TZVPD basis, the OMol25 dataset).

Its SMILES is Cc1cnc(CNC(=O)C[C@H]2C(=O)NCCN2Cc2ccccc2C(F)(F)F)cn1. Its frontier orbital gap is 9.36 eV. The total charge is 0. The energy relative to the best compared isomer or geometry (same formula, charge and spin) is 2.27 kcal/mol.

XYZ file:
```
52
Properties=species:S:1:pos:R:3:forces:R:3:nbo_charge:R:1
C -6.37612 -1.39858 0.96829 0.1 -0.1 0.0 -0.648
C -5.44049 -0.44860 0.29556 0.1 0.1 0.0 0.174
C -4.05562 -0.55161 0.41133 -0.3 0.0 0.0 0.000
N -3.23296 0.28882 -0.19002 0.1 0.1 -0.1 -0.404
C -3.76667 1.25936 -0.92653 -0.2 -0.2 0.1 0.153
C -2.82411 2.21519 -1.60953 0.2 0.3 0.0 -0.264
N -1.48466 1.69316 -1.64932 -0.4 0.0 -0.5 -0.627
C -0.57796 2.03962 -0.71365 0.5 -0.2 -0.3 0.695
O -0.68375 3.00921 0.00972 0.0 0.2 0.4 -0.634
C 0.61085 1.08637 -0.64882 -0.2 0.1 0.1 -0.510
C 0.16222 -0.23741 -0.00635 0.0 0.2 0.1 -0.138
C -0.28088 -1.26127 -1.05447 0.0 0.1 0.2 0.679
O -0.71469 -0.95534 -2.15334 0.0 0.1 -0.3 -0.653
N -0.21946 -2.55276 -0.68173 -0.1 -0.5 -0.1 -0.608
C 0.37902 -3.09631 0.51800 0.2 0.0 0.4 -0.234
C 0.62986 -1.97386 1.53474 -0.1 -0.3 -0.1 -0.215
N 1.15543 -0.78119 0.91132 0.0 0.0 0.0 -0.445
C 2.47556 -0.95170 0.32068 -0.1 -0.1 0.1 -0.272
C 3.39029 0.20307 0.65551 0.3 0.2 0.0 0.016
C 3.12986 0.99189 1.76990 0.0 -0.1 -0.1 -0.210
C 3.95927 2.04358 2.11034 0.1 0.0 0.0 -0.177
C 5.07723 2.32499 1.34263 0.0 0.1 0.0 -0.218
C 5.36386 1.54520 0.23842 -0.1 -0.1 -0.1 -0.165
C 4.52857 0.48706 -0.10137 0.1 0.0 0.0 -0.165
C 4.86480 -0.34638 -1.30493 0.1 -0.2 -0.3 0.976
F 6.05615 -0.05086 -1.83892 0.2 0.2 0.1 -0.320
F 4.90406 -1.66841 -1.03032 -0.1 -0.1 0.2 -0.332
F 3.96791 -0.20918 -2.30349 -0.2 0.1 0.0 -0.329
C -5.15188 1.36627 -1.04093 0.4 0.0 0.0 0.015
N -5.97150 0.52490 -0.43839 -0.3 -0.1 0.1 -0.393
H -6.22725 -1.37610 2.04658 -0.1 -0.1 0.1 0.222
H -7.40009 -1.11806 0.74033 0.0 0.0 0.0 0.238
H -6.19571 -2.41533 0.62296 -0.1 -0.1 0.0 0.222
H -3.59223 -1.33238 1.00181 -0.1 -0.1 0.1 0.187
H -3.18095 2.42933 -2.62189 0.0 0.0 0.1 0.209
H -2.78786 3.15289 -1.04163 0.0 -0.1 -0.2 0.251
H -1.35761 0.78704 -2.09625 0.1 0.1 0.1 0.435
H 1.37398 1.54849 -0.02590 -0.1 0.0 -0.1 0.251
H 1.00860 0.91558 -1.64986 0.0 0.0 0.0 0.236
H -0.73705 -0.02875 0.59265 0.1 -0.1 -0.1 0.255
H -0.50869 -3.21745 -1.38790 0.0 0.2 0.0 0.406
H -0.28826 -3.85318 0.94239 0.1 0.0 0.0 0.204
H 1.32544 -3.58921 0.25734 -0.1 0.0 0.1 0.188
H 1.32726 -2.31889 2.30122 -0.1 0.0 0.0 0.211
H -0.30905 -1.70246 2.02439 0.0 0.0 0.0 0.203
H 2.93887 -1.85581 0.73105 -0.1 0.0 -0.1 0.223
H 2.40949 -1.08565 -0.76557 0.1 -0.1 0.1 0.209
H 2.25015 0.77139 2.35341 -0.1 0.0 0.0 0.239
H 3.73121 2.64711 2.97545 0.0 0.1 0.1 0.219
H 5.72568 3.14751 1.60037 0.1 0.1 0.0 0.219
H 6.23455 1.75292 -0.36398 0.0 0.0 0.0 0.230
H -5.61467 2.14579 -1.63130 0.1 0.1 -0.1 0.195
```
Forces are in eV/Å.

---

| no. | E_tot (a.u.) |
| --- | --- |
| 1 | -12778.07705 |
| 2 | -1050.26259 |
| 3 | -1499.25549 |